This record from the Open Molecules 2025 dataset describes a 5-piece molecular cluster, C25H57BBrFN6O6P overall at a distorted geometry. The level of theory is ωB97M-V/def2-TZVPD.

Element x y z (Å)
1 C -6.6189 -1.5521 -3.4701
2 B -6.8579 -2.0599 -2.0216
3 O -8.0918 -2.0175 -1.4687
4 C -5.6731 -2.6620 -1.0878
5 N -5.3989 -3.9394 -1.1115
6 N -4.4913 -4.5873 -0.3860
7 C -3.8403 -3.8024 0.4025
8 Br -2.5695 -4.6592 1.5070
9 C -3.9846 -2.4090 0.5150
10 C -3.1242 -1.6342 1.4308
11 C -1.7074 -1.5302 0.9190
12 O -1.4054 -1.2067 -0.2003
13 F -0.7912 -1.7783 1.8453
14 C -4.9456 -1.8121 -0.2604
15 P -5.3639 -0.0301 -0.2821
16 C -5.5556 0.6257 1.4130
17 C -4.1142 0.9196 -1.2223
18 H -7.3759 -1.9508 -4.1373
19 H -5.6201 -1.7556 -3.8324
20 H -6.7763 -0.4794 -3.4508
21 H -8.0209 -1.8338 -0.5277
22 H -5.9240 -4.5322 -1.7408
23 H -3.1421 -2.0502 2.4273
24 H -3.4718 -0.6143 1.4996
25 H -6.2415 1.4541 1.3284
26 H -4.6474 1.0021 1.8714
27 H -6.0020 -0.1169 2.0590
28 H -3.2770 1.2384 -0.6156
29 H -4.6335 1.7925 -1.5878
30 H -3.8037 0.3585 -2.0911
31 C 4.5589 -3.1626 2.3098
32 C 3.0417 -3.1552 2.1608
33 C 2.5178 -4.1144 1.0881
34 O 2.6766 -3.6557 -0.2364
35 C 3.9548 -3.9045 -0.8107
36 N 2.5852 -1.7837 1.9073
37 H 5.0539 -2.6349 1.4953
38 H 4.8472 -2.6655 3.2357
39 H 4.9454 -4.1828 2.3431
40 H 2.6225 -3.4785 3.1187
41 H 1.4354 -4.2103 1.2313
42 H 2.9385 -5.1229 1.1961
43 H 4.3711 -4.8542 -0.4658
44 H 4.6514 -3.0950 -0.5943
45 H 3.8329 -3.9536 -1.8911
46 H 1.5685 -1.7683 1.9057
47 H 2.8301 -1.5609 0.9456
48 C 6.6667 -2.0597 -3.7531
49 C 7.5405 -2.4367 -2.5610
50 C 9.0421 -2.4685 -2.8802
51 O 9.4677 -3.6100 -3.5956
52 C 9.2838 -3.5496 -4.9983
53 N 7.0685 -3.7125 -2.0120
54 H 6.5647 -2.8800 -4.4629
55 H 5.6626 -1.8012 -3.4156
56 H 7.0734 -1.1963 -4.2826
57 H 7.3950 -1.6683 -1.7958
58 H 9.5864 -2.5019 -1.9327
59 H 9.3583 -1.5525 -3.3957
60 H 9.4300 -2.5357 -5.3809
61 H 8.2945 -3.9139 -5.2856
62 H 10.0257 -4.2030 -5.4556
63 H 7.5815 -3.9133 -1.1579
64 H 7.3619 -4.4470 -2.6506
65 C 1.5052 3.7472 1.9042
66 C 1.8206 2.2598 2.0314
67 C 3.0688 1.9593 2.8749
68 O 4.2926 2.1967 2.2079
69 C 4.7382 3.5405 2.2175
70 N 1.9192 1.6795 0.6881
71 H 2.1760 4.2509 1.2096
72 H 0.4916 3.8862 1.5266
73 H 1.5734 4.2487 2.8715
74 H 0.9727 1.7905 2.5410
75 H 3.0646 0.8915 3.1071
76 H 3.0437 2.4946 3.8336
77 H 4.4788 4.0450 3.1525
78 H 4.3328 4.1003 1.3709
79 H 5.8232 3.5284 2.1200
80 H 2.0299 0.6737 0.7759
81 H 2.8029 1.9886 0.2926
82 C -6.1747 7.4865 0.7725
83 C -6.3825 6.1652 0.0404
84 C -6.6850 4.9840 0.9743
85 O -5.5583 4.4641 1.6604
86 C -5.1980 5.1703 2.8381
87 N -5.2206 5.9103 -0.8168
88 H -5.2005 7.5393 1.2573
89 H -6.2264 8.3155 0.0686
90 H -6.9446 7.6432 1.5304
91 H -7.2550 6.2859 -0.6078
92 H -7.0566 4.1575 0.3595
93 H -7.4822 5.2330 1.6857
94 H -6.0761 5.5580 3.3599
95 H -4.5095 5.9868 2.6138
96 H -4.6820 4.4721 3.4969
97 H -5.3994 5.0893 -1.3885
98 H -4.4480 5.6333 -0.2172

Atoms 1-2, force components in eV/Å:
0.1 -0.5 0.4
-0.1 0.4 -0.1

For the LUMO energy, the calculation gives -5.0 eV. The value obtained for the energy is -4806.5232 Ha. The HOMO energy is -10.5 eV. The total charge is +1. The calculation puts the frontier orbital gap at 0.202 hartree. As for the maximum force: 0.0469 hartree/bohr.

In elementary charge units, the Mulliken charges are: -0.92, 0.39, -0.50, -0.57, 0.56, -0.97, 0.72, -0.06, 0.89, -0.67, 0.49, -0.49, -0.20, 0.01, 0.56, -1.27, -1.16, 0.33, 0.35, 0.32, 0.34, 0.27, 0.51, -0.36, 0.36, 0.41, 0.46, 0.34, 0.41, 0.38, -1.55, 0.24, -0.51, -0.38, -0.59, -0.32, 0.28, 0.37, 0.38, 0.38, 0.17, 0.44, 0.31, 0.11, 0.32, 0.06, 0.32, -1.49, 0.36, -0.78, -0.38, -0.64, -0.51, 0.32, 0.33, 0.38, 0.35, 0.34, 0.44, 0.30, 0.22, 0.26, 0.27, 0.26, -1.53, 0.52, -0.60, -0.36, -0.68, -0.71, 0.29, 0.35, 0.36, 0.30, 0.26, 0.41, 0.31, 0.23, 0.26, 0.24, 0.33, -1.44, 0.37, -0.78, -0.22, -0.78, -0.70, 0.28, 0.37, 0.35, 0.39, 0.33, 0.44, 0.35, 0.26, 0.23, 0.24, 0.32

This record from the Open Molecules 2025 dataset describes a 9-piece molecular cluster, C25H57Cl4N7O7 overall at a distorted geometry. The level of theory is ωB97M-V/def2-TZVPD.

Element x y z (Å)
1 C 7.6759 -17.7086 -21.8101
2 C 8.9200 -18.3579 -22.5715
3 O 9.1477 -18.1109 -23.7342
4 N 9.5127 -19.3745 -21.9565
5 C 10.6025 -20.2485 -22.5309
6 H 7.9395 -16.8079 -21.2557
7 H 7.2161 -18.5439 -21.2820
8 H 7.1182 -17.1090 -22.5294
9 H 9.1558 -19.5266 -21.0240
10 H 11.2912 -19.8635 -23.2829
11 H 10.1850 -21.1498 -22.9797
12 H 11.1153 -20.6741 -21.6683
13 C -3.7339 -19.1834 -21.7421
14 C -3.2210 -20.4899 -21.1092
15 O -1.9924 -20.6977 -21.0579
16 N -4.1215 -21.3599 -20.5542
17 C -3.8325 -22.6041 -19.8365
18 H -3.1720 -18.2640 -21.5775
19 H -4.7619 -18.9336 -21.4797
20 H -3.7244 -19.4578 -22.7970
21 H -5.0258 -20.9779 -20.3168
22 H -4.4917 -22.7909 -18.9887
23 H -2.7936 -22.7162 -19.5260
24 H -4.0036 -23.3755 -20.5874
25 C 0.5446 -17.3578 -25.8092
26 C 1.5843 -16.3554 -25.5318
27 O 2.7344 -16.7986 -25.3293
28 N 1.2655 -15.0513 -25.3791
29 C 2.1969 -14.0691 -24.9064
30 H 0.7190 -18.2387 -25.1912
31 H 0.6900 -17.5821 -26.8659
32 H -0.3558 -16.8198 -25.5129
33 H 0.2783 -14.9020 -25.5320
34 H 1.8243 -13.2127 -24.3443
35 H 2.4281 -13.5760 -25.8506
36 H 3.1440 -14.4289 -24.5043
37 C -1.0039 -21.8608 -29.4459
38 C -2.3333 -21.2090 -29.6356
39 O -3.2140 -21.3515 -28.8027
40 N -2.4714 -20.3725 -30.6354
41 C -3.6780 -19.5399 -30.8129
42 H -0.5599 -22.1680 -30.3928
43 H -1.1512 -22.7364 -28.8137
44 H -0.2864 -21.1741 -28.9968
45 H -1.8067 -20.4382 -31.3929
46 H -3.8318 -19.5205 -31.8919
47 H -3.5392 -18.5197 -30.4553
48 H -4.6164 -19.8420 -30.3479
49 C -1.0278 -15.7629 -34.6150
50 C -0.6351 -15.0403 -33.3628
51 O -0.7461 -13.8717 -33.2609
52 N 0.0155 -15.8150 -32.4407
53 C 0.4729 -15.2648 -31.2266
54 H -0.3291 -15.6718 -35.4466
55 H -2.0066 -15.4979 -35.0148
56 H -1.3240 -16.7914 -34.4089
57 H 0.0326 -16.8021 -32.6540
58 H 1.0375 -14.3430 -31.3667
59 H 1.0511 -16.0987 -30.8286
60 H -0.4191 -15.0549 -30.6364
61 C 10.8607 -15.3768 -29.8993
62 C 9.8780 -14.3486 -29.3747
63 O 10.2738 -13.1669 -29.0794
64 N 8.5855 -14.7739 -29.2014
65 C 7.6070 -13.9733 -28.5770
66 H 11.2110 -15.9777 -29.0601
67 H 11.8225 -14.9692 -30.2107
68 H 10.3843 -16.0209 -30.6384
69 H 8.3594 -15.6774 -29.5920
70 H 8.0414 -13.6350 -27.6363
71 H 6.7357 -14.5882 -28.3516
72 H 7.3064 -13.1002 -29.1563
73 C -2.8664 -10.5856 -24.0172
74 C -3.6148 -11.9454 -23.7711
75 O -2.9206 -12.9552 -23.5986
76 N -4.9430 -11.8648 -23.7766
77 C -5.7130 -13.0467 -23.4785
78 H -3.5387 -9.7276 -24.0104
79 H -2.2017 -10.7548 -24.8643
80 H -2.2219 -10.3554 -23.1688
81 H -5.4242 -10.9770 -23.7943
82 H -5.2437 -13.9031 -23.9627
83 H -6.7392 -12.9012 -23.8156
84 H -5.8006 -13.2746 -22.4162
85 Cl 4.6467 -20.0864 -30.2685
86 C 5.6648 -19.8649 -28.8241
87 C 6.8581 -20.9024 -28.8985
88 Cl 6.1602 -22.5667 -28.7844
89 H 5.1038 -20.1167 -27.9241
90 H 5.9310 -18.8082 -28.8027
91 H 7.4854 -20.8990 -28.0071
92 H 7.3837 -20.8458 -29.8517
93 Cl 3.7392 -8.9823 -21.7993
94 C 3.0523 -7.3758 -21.9745
95 C 3.4598 -6.6351 -23.3064
96 Cl 2.7660 -7.5342 -24.6670
97 H 3.5101 -6.7656 -21.1960
98 H 1.9715 -7.4598 -22.0885
99 H 4.5306 -6.4938 -23.4534
100 H 2.9700 -5.6633 -23.2457

Atoms 1-2, force components in eV/Å:
2.1 0.3 -1.1
-2.2 0.7 -0.9

For the LUMO energy, the calculation gives 0.1 eV. The value obtained for the energy is -3737.4804 Ha. The HOMO energy is -9.1 eV. The calculation puts the frontier orbital gap at 0.337 hartree. Its structure (SMILES) is CNC(C)=O.CNC(C)=O.CNC(C)=O.CNC(C)=O.CNC(C)=O.CNC(C)=O.CNC(C)=O.ClCCCl.ClCCCl. As for the maximum force: 0.0825 hartree/bohr.

Atom charges from the Mulliken analysis, given in e for atoms 1 to 99: -1.00, 0.68, -0.63, -0.22, -0.82, 0.29, 0.30, 0.29, 0.20, 0.28, 0.30, 0.32, -0.92, 0.64, -0.63, -0.21, -0.84, 0.30, 0.30, 0.23, 0.25, 0.30, 0.30, 0.28, -0.87, 0.75, -0.70, -0.14, -0.93, 0.28, 0.19, 0.29, 0.16, 0.32, 0.33, 0.32, -1.03, 0.72, -0.65, -0.18, -0.89, 0.35, 0.29, 0.23, 0.24, 0.33, 0.28, 0.30, -1.02, 0.63, -0.58, -0.17, -0.83, 0.23, 0.32, 0.31, 0.24, 0.25, 0.34, 0.27, -1.03, 0.66, -0.64, -0.12, -0.82, 0.26, 0.31, 0.32, 0.22, 0.28, 0.31, 0.25, -0.88, 0.61, -0.65, -0.19, -0.81, 0.31, 0.23, 0.27, 0.25, 0.27, 0.32, 0.28, -0.19, -0.35, -0.42, -0.18, 0.30, 0.24, 0.29, 0.32, -0.17, -0.46, -0.44, -0.17, 0.30, 0.33, 0.34